127
Properties=species:S:1:pos:R:3:mulliken_charge:R:1 method="wB97M-V/def2-TZVPD" charge=0 homo_lumo_gap_ev=10.55 e_homo_ev=-10.5 lumo_energy_ev=0.075 largest_force_ev_per_a=5.72 smiles="O=S1(=O)OCCO1.O=S1(=O)OCCO1.CCOC(=O)OC.CCOC(=O)OC.CCOC(=O)OC.CCOC(=O)OC.CCOC(=O)OC.CCOC(=O)OC.CCOC(=O)OC"
O -17.20869 -23.38165 4.57210 -0.456
S -15.96585 -23.10086 5.25620 1.139
O -16.06557 -22.07609 6.32112 -0.600
O -14.99833 -24.40952 5.71416 -0.288
C -14.01765 -24.66071 4.69485 -0.213
C -14.25836 -23.62901 3.51471 -0.206
O -14.88909 -22.56910 4.10088 -0.385
H -13.11280 -24.41325 5.24992 0.337
H -14.19487 -25.68056 4.35338 0.154
H -14.81477 -24.01820 2.66204 0.203
H -13.29062 -23.20784 3.24233 0.339
O -23.60308 -29.62199 4.24479 -0.493
S -24.17765 -29.01494 5.47172 1.114
O -25.58936 -29.27707 5.74932 -0.583
O -23.19644 -29.07709 6.88880 -0.468
C -22.13190 -28.18596 6.88431 0.494
C -22.89057 -27.01127 6.37180 -0.151
O -23.89948 -27.41926 5.43258 -0.331
H -21.71108 -28.01637 7.87540 0.324
H -21.29272 -28.44242 6.23770 -0.312
H -22.23145 -26.38951 5.76593 0.120
H -23.32328 -26.41607 7.17592 0.177
C -16.27176 -26.99259 8.89845 -0.439
C -16.47489 -28.01714 10.09825 -0.457
O -17.08051 -29.33194 9.70790 -0.347
C -18.42702 -29.48578 9.63185 0.857
O -19.29564 -28.73449 10.13740 -0.618
O -18.62238 -30.73099 9.09561 -0.321
C -19.97422 -31.23515 9.17290 -0.225
H -15.53942 -27.26900 8.13991 0.362
H -16.12807 -26.01476 9.35811 0.355
H -17.23894 -26.93620 8.39895 -0.214
H -17.12388 -27.44892 10.76461 0.351
H -15.51558 -28.21684 10.57568 0.301
H -20.05109 -32.17059 8.61868 0.243
H -20.47664 -30.53083 8.50988 -0.143
H -20.54343 -31.33588 10.09699 0.355
C -17.59167 -26.61911 5.04415 -0.212
C -17.62196 -27.99968 4.35504 -0.173
O -18.26890 -28.90514 5.21586 -0.245
C -19.09502 -29.91126 4.71557 0.789
O -19.36552 -30.15251 3.48236 -0.646
O -19.60272 -30.55871 5.80030 -0.084
C -20.53843 -31.57340 5.53765 -0.833
H -17.00097 -26.60391 5.96009 -0.056
H -18.62110 -26.34945 5.28009 -0.010
H -17.11404 -25.80748 4.49532 0.201
H -16.61278 -28.38215 4.20218 -0.147
H -18.09489 -27.91622 3.37654 0.423
H -21.40700 -31.15530 6.04646 0.265
H -20.24263 -32.51492 6.00041 0.182
H -20.75487 -31.79204 4.49197 0.373
C -19.73360 -25.17713 8.22477 -0.642
C -20.30878 -23.68874 8.06391 0.067
O -21.68498 -23.89240 7.90451 -0.201
C -22.50299 -23.88127 8.88512 0.778
O -22.21774 -23.86653 10.08792 -0.641
O -23.71234 -23.94960 8.39101 -0.249
C -24.94564 -23.73718 9.13335 -0.747
H -20.33099 -25.81951 8.87174 0.389
H -18.69086 -25.25972 8.53135 0.222
H -19.62284 -25.77767 7.32189 0.045
H -19.84808 -23.23903 7.18436 -0.264
H -20.04231 -22.82364 8.67112 0.358
H -25.64056 -24.39937 8.61692 0.249
H -25.45947 -22.78176 9.02725 0.275
H -24.89356 -24.03832 10.17963 0.361
C -21.39209 -27.11622 2.14346 -0.787
C -21.97045 -25.69325 2.01043 -0.442
O -21.31737 -25.05412 3.11137 -0.029
C -21.38160 -23.74762 3.19062 0.450
O -21.90203 -22.91365 2.43799 -0.630
O -20.75580 -23.41019 4.34821 0.053
C -20.48393 -22.06231 4.66388 -0.782
H -21.77482 -27.68643 1.29701 0.461
H -21.65060 -27.56708 3.10158 0.068
H -20.32193 -26.92934 2.05432 0.187
H -23.03209 -25.83778 2.21077 0.274
H -21.79685 -25.20471 1.05163 0.386
H -20.43286 -21.46877 3.75109 0.424
H -19.54635 -22.08121 5.21948 0.123
H -21.27054 -21.63195 5.28367 0.263
C -23.62627 -34.26601 5.07601 -1.357
C -22.77962 -35.44891 5.48988 0.159
O -22.84124 -36.36527 4.37387 -0.240
C -22.10754 -37.53955 4.46462 0.863
O -21.34606 -37.97053 5.33802 -0.620
O -22.21067 -37.98672 3.22073 -0.364
C -21.20159 -38.86159 2.61695 -0.664
H -23.42320 -33.98232 4.04336 0.313
H -23.65271 -33.41554 5.75725 0.380
H -24.70150 -34.44297 5.10166 0.395
H -23.00824 -35.86456 6.47124 0.337
H -21.79062 -34.99143 5.46353 0.003
H -20.29308 -38.34102 2.31410 0.217
H -21.66653 -39.38456 1.78123 0.274
H -20.83216 -39.62235 3.30460 0.341
C -16.51967 -37.44196 5.12864 -1.290
C -17.90158 -37.18732 4.59757 0.088
O -17.68079 -36.11218 3.63460 -0.330
C -18.61927 -35.24307 3.38502 0.719
O -19.79954 -35.35755 3.79485 -0.517
O -18.06427 -34.22417 2.79826 -0.326
C -18.89935 -33.19381 2.31140 -0.205
H -16.42274 -38.25417 5.84907 0.369
H -15.78676 -36.70764 5.46286 0.309
H -16.15323 -37.97331 4.25029 0.299
H -18.67896 -36.97221 5.33073 0.309
H -18.21226 -38.04535 4.00146 0.133
H -18.30910 -32.42223 1.81705 0.205
H -19.50409 -32.71773 3.08325 -0.034
H -19.59285 -33.56356 1.55613 0.360
C -13.29048 -26.29035 -1.21697 -1.229
C -14.31129 -26.58243 -0.13214 0.210
O -14.01110 -27.86720 0.43524 -0.322
C -14.68596 -28.30295 1.47581 0.712
O -15.62900 -27.76685 2.08055 -0.487
O -14.18846 -29.52802 1.86706 -0.355
C -14.82396 -30.21817 2.95640 -0.487
H -12.62498 -27.09695 -1.52459 0.339
H -12.54532 -25.78185 -0.60520 0.330
H -13.64113 -25.59952 -1.98371 0.320
H -15.35696 -26.34486 -0.32769 0.367
H -14.14198 -25.80059 0.60824 -0.090
H -14.67528 -29.60195 3.84312 0.244
H -14.38236 -31.20511 3.09437 0.291
H -15.88609 -30.40943 2.80346 0.209